Entry 1:
Computed, not measured: a 2-piece molecular cluster, C16H27FNO overall in a non-equilibrium geometry, with ωB97M-V with the def2-TZVPD basis set.

As for the energy relative to the best compared isomer or geometry (same formula, charge and spin): 0.0 kcal/mol. Its orbital gap is 4.73 eV. For the molar mass, the calculation gives 268.40 g mol⁻¹. Its net charge is -1. The calculation puts the LUMO energy at 2.97 eV. For the HOMO energy, the calculation gives -1.76 eV.

```
46
Properties=species:S:1:pos:R:3:forces:R:3:lowdin_charge:R:1
C 0.403 0.736 2.970 -0.228 0.173 -0.491 -0.1067
C -0.928 1.078 2.281 0.114 -0.382 1.224 -0.2512
C -1.958 -0.045 2.399 -0.181 -0.052 -0.783 -0.1826
C -1.988 -1.006 1.177 -0.192 0.550 0.363 -0.2519
O -0.877 -0.902 0.357 -0.125 -0.454 -0.340 -0.1881
C 0.185 -1.845 0.714 -0.168 -0.729 0.353 -0.2962
N -0.240 -3.243 0.374 0.542 0.425 0.238 -0.0613
C 0.192 -4.164 1.418 -0.165 -0.103 0.171 -0.3450
C -0.726 -4.169 2.625 0.180 0.038 0.024 -0.1290
C 1.330 -1.472 -0.137 -0.487 0.405 -0.134 -0.3273
F 2.159 -0.484 0.504 0.416 0.204 -0.031 -0.1034
C 1.013 -0.854 -1.496 0.806 -0.294 -0.290 -0.2093
C 0.021 -1.627 -2.344 -0.244 0.306 -0.248 -0.1093
H 0.246 0.002 3.746 -0.104 -0.268 0.349 0.0553
H 1.093 0.289 2.267 0.223 0.017 0.005 0.0374
H 0.812 1.626 3.443 0.326 0.153 -0.065 0.0526
H -1.336 1.928 2.819 -0.188 0.410 -0.080 0.0824
H -0.767 1.348 1.248 -0.004 0.090 -0.326 0.0875
H -1.825 -0.620 3.307 0.282 -0.028 0.324 0.0862
H -2.945 0.408 2.475 -0.289 0.028 0.036 0.0855
H -2.859 -0.753 0.571 -0.139 0.102 -0.201 0.1034
H -2.156 -2.017 1.534 0.120 -0.329 -0.073 0.0813
H 0.215 -3.582 -0.475 -0.255 0.111 -0.159 0.0675
H 0.219 -5.185 1.027 -0.080 -0.104 -0.304 0.0917
H 1.203 -3.942 1.767 0.262 0.090 0.009 0.0933
H -0.561 -3.308 3.259 -0.004 0.395 -0.007 0.0512
H -1.760 -4.169 2.299 -0.253 -0.146 0.017 0.0565
H -0.512 -5.047 3.227 -0.129 -0.297 0.184 0.0512
H 1.982 -2.328 -0.264 0.180 -0.352 0.035 0.1267
H 0.718 0.176 -1.373 -0.378 0.247 0.225 0.0801
H 1.948 -0.819 -2.056 0.249 0.191 -0.094 0.0978
H -0.827 -1.984 -1.780 -0.146 -0.118 0.255 0.0565
H -0.370 -0.958 -3.106 -0.113 0.096 -0.257 0.0615
H 0.479 -2.454 -2.879 0.165 -0.309 0.028 0.0609
C 0.260 5.025 -3.611 -0.012 0.012 -0.011 -0.1137
C 1.606 4.695 -3.538 0.017 0.008 -0.005 -0.1113
C 2.048 3.789 -2.582 -0.017 0.025 -0.015 -0.0949
C 1.143 3.209 -1.704 0.056 -0.055 0.075 -0.0834
C -0.203 3.536 -1.779 -0.051 0.015 0.012 -0.0838
C -0.644 4.446 -2.731 0.012 0.000 -0.004 -0.1033
H -0.085 5.732 -4.355 0.000 0.000 -0.003 0.0923
H 2.311 5.143 -4.227 0.001 0.005 0.001 0.0929
H 3.098 3.533 -2.523 -0.001 -0.019 -0.002 0.0991
H 1.485 2.498 -0.962 -0.011 -0.025 -0.006 0.1031
H -0.907 3.078 -1.096 0.016 -0.027 0.006 0.1022
H -1.695 4.702 -2.787 -0.006 -0.007 -0.004 0.0956
```
Positions in Å, forces in eV/Å.


Entry 2:
Computed, not measured: a 2-piece molecular cluster, CH7N3O overall in a non-equilibrium geometry, with ωB97M-V with the def2-TZVPD basis set.

As for the energy relative to the best compared isomer or geometry (same formula, charge and spin): 112.4 kcal/mol. Its orbital gap is 9.70 eV. For the molar mass, the calculation gives 77.09 g mol⁻¹. Its net charge is 0. The calculation puts the LUMO energy at 0.44 eV. For the HOMO energy, the calculation gives -9.26 eV.

```
12
Properties=species:S:1:pos:R:3:forces:R:3:lowdin_charge:R:1
H -2.193 -0.116 0.636 -0.282 0.581 -0.144 0.0873
N -1.777 -0.225 -0.303 -0.177 0.953 -0.218 -0.0550
N -1.391 0.811 -0.871 -0.944 -0.852 -0.217 0.0271
H -1.656 1.687 -0.402 0.061 -0.200 0.336 0.0710
N 0.500 -1.422 0.179 -3.042 0.084 0.580 -0.0196
C 1.312 -0.374 -0.098 -0.458 2.702 -0.043 -0.2155
O 0.568 1.128 0.439 1.302 -1.768 -0.035 -0.2447
H -0.626 -1.142 -0.049 3.332 -1.305 -0.113 0.0654
H 0.554 -1.692 1.156 0.107 -0.040 -0.103 0.0700
H 1.363 -0.145 -1.162 0.136 -0.014 0.145 0.0940
H 2.272 -0.361 0.421 -0.197 -0.010 -0.163 0.0995
H 1.074 1.852 0.053 0.162 -0.132 -0.027 0.0204
```
Positions in Å, forces in eV/Å.


Entry 3:
Computed, not measured: C33H39CrN7 as an isolated structure, with ωB97M-V with the def2-TZVPD basis set.

As for the energy relative to the best compared isomer or geometry (same formula, charge and spin): 7.4 kcal/mol. Its orbital gap (spin up / spin down) is 7.75 / 7.64 eV. For the molar mass, the calculation gives 585.72 g mol⁻¹. Its net charge is +2. The calculation puts the LUMO energy (spin up / spin down) at -6.09 / -6.30 eV. For the HOMO energy (spin up / spin down), the calculation gives -13.83 / -13.93 eV. The spin multiplicity is 5.

```
80
Properties=species:S:1:pos:R:3:forces:R:3:mulliken_spin:R:1
Cr 0.147 -0.027 -0.168 0.153 -0.359 0.026 4.0297
C 2.559 1.434 2.786 0.001 0.000 0.004 0.0261
C 3.139 1.926 1.486 -0.002 -0.001 0.000 -0.0574
C 4.503 2.182 1.380 0.001 -0.029 -0.010 0.0025
C 5.053 2.629 0.191 0.002 0.000 0.000 -0.0005
C 4.245 2.828 -0.918 0.005 -0.025 -0.003 0.0026
C 2.877 2.591 -0.856 -0.014 0.015 0.005 -0.0340
C 2.003 2.851 -2.054 0.004 0.000 0.003 0.0114
C 2.351 2.147 0.358 0.002 0.063 -0.029 0.0217
N 0.946 1.832 0.427 -0.035 0.065 0.101 -0.1590
C 0.104 2.716 0.808 0.033 -0.033 0.008 0.1205
C 0.434 4.118 1.186 0.007 -0.016 0.002 0.0005
C -1.330 2.248 0.885 -0.003 -0.042 -0.002 0.1419
C -2.386 3.201 1.325 0.002 -0.010 -0.004 -0.0002
N -1.521 1.026 0.560 -0.013 0.059 0.087 -0.1455
C -2.843 0.453 0.625 -0.037 0.039 -0.034 0.0208
C -3.661 0.528 -0.503 0.007 0.010 0.011 -0.0317
C -3.240 1.269 -1.744 -0.005 0.003 0.002 0.0197
C -4.908 -0.079 -0.436 0.012 -0.018 -0.002 0.0031
C -5.323 -0.730 0.716 -0.004 0.002 -0.007 -0.0012
C -4.487 -0.792 1.817 0.018 -0.031 -0.004 0.0033
C -3.224 -0.208 1.790 0.008 -0.016 -0.006 -0.0594
C -2.324 -0.298 2.995 0.001 0.002 0.011 0.0160
H 3.254 0.758 3.283 0.013 0.019 0.012 0.0037
H 1.613 0.906 2.649 0.013 -0.020 -0.008 0.0138
H 2.374 2.262 3.474 -0.025 0.000 -0.008 0.0010
H 5.136 2.025 2.245 0.002 0.000 0.000 -0.0001
H 6.115 2.824 0.127 0.001 0.002 0.000 0.0000
H 4.677 3.179 -1.847 0.000 0.001 0.000 0.0000
H 2.545 2.648 -2.976 0.007 0.020 -0.001 0.0024
H 1.687 3.896 -2.088 -0.019 -0.005 0.010 0.0010
H 1.099 2.239 -2.051 0.009 -0.017 -0.013 0.0341
H 1.486 4.336 1.027 0.007 0.005 -0.003 0.0002
H 0.192 4.288 2.238 0.004 -0.001 0.001 0.0030
H -0.173 4.817 0.607 -0.003 -0.003 0.001 0.0023
H -2.108 3.670 2.270 -0.002 -0.004 0.005 0.0023
H -3.347 2.706 1.436 -0.007 0.003 -0.002 0.0004
H -2.485 4.005 0.591 0.005 0.002 0.001 0.0028
H -2.155 1.297 -1.866 0.002 -0.019 -0.012 0.0286
H -3.593 2.303 -1.722 0.016 0.006 0.008 0.0017
H -3.665 0.803 -2.631 -0.016 0.013 0.002 0.0025
H -5.564 -0.031 -1.297 -0.001 0.000 0.000 0.0000
H -6.303 -1.186 0.756 0.000 0.000 -0.001 0.0000
H -4.811 -1.302 2.716 -0.002 0.000 -0.002 -0.0001
H -2.386 -1.290 3.443 -0.019 0.008 0.013 0.0035
H -2.624 0.418 3.764 0.017 0.016 -0.007 0.0008
H -1.279 -0.100 2.753 -0.002 -0.028 -0.009 0.0253
C 4.467 -0.990 -2.247 -0.012 0.008 0.001 0.0081
C 4.319 -0.968 -0.869 0.001 -0.008 -0.001 -0.0013
C 3.063 -0.761 -0.338 -0.009 -0.032 0.007 0.0313
N 1.972 -0.572 -1.097 0.067 0.025 -0.099 -0.0623
C 2.128 -0.592 -2.429 0.004 0.016 0.002 0.0560
C 3.347 -0.800 -3.042 0.014 0.000 0.008 0.0065
H 5.439 -1.152 -2.695 0.000 -0.004 0.000 0.0000
H 5.162 -1.113 -0.209 0.000 0.002 0.000 -0.0006
H 2.908 -0.759 0.732 0.004 -0.001 -0.011 -0.0491
H 1.241 -0.430 -3.026 -0.006 0.010 -0.005 -0.0333
H 3.412 -0.811 -4.121 -0.004 0.000 -0.001 -0.0004
N 1.226 -3.030 2.360 -0.008 0.059 0.050 0.0320
C 1.632 -4.309 2.259 -0.001 -0.003 -0.009 0.0071
C 1.666 -4.608 0.918 -0.004 0.004 0.007 -0.0005
C 1.257 -3.427 0.284 0.015 -0.044 0.035 0.0422
N 0.990 -2.466 1.162 -0.099 0.278 -0.033 -0.0497
H 1.095 -2.497 3.202 -0.001 -0.003 -0.003 0.0062
H 1.862 -4.899 3.131 0.000 0.002 0.000 -0.0004
H 1.945 -5.543 0.466 -0.001 0.002 -0.001 0.0004
H 1.143 -3.239 -0.772 0.003 0.002 0.001 0.0003
N -3.996 -4.042 -2.539 -0.007 0.003 0.001 0.0073
C -3.048 -3.229 -2.048 0.013 0.007 0.003 0.0067
C -2.301 -2.375 -2.882 -0.006 -0.004 0.000 0.0137
C -1.355 -1.557 -2.328 -0.025 0.021 0.007 0.0562
N -1.067 -1.509 -1.013 -0.092 -0.011 -0.091 -0.0846
C -1.782 -2.334 -0.219 0.029 -0.018 -0.006 0.0232
C -2.751 -3.184 -0.673 0.000 -0.010 -0.004 -0.0016
H -4.184 -4.088 -3.524 0.001 -0.004 0.000 -0.0004
H -4.507 -4.664 -1.939 0.001 -0.004 -0.003 -0.0003
H -2.468 -2.358 -3.951 0.000 0.006 0.000 -0.0005
H -0.798 -0.889 -2.973 -0.005 0.016 -0.004 -0.0221
H -1.540 -2.308 0.834 -0.009 0.005 0.004 -0.0498
H -3.280 -3.815 0.028 -0.003 0.004 0.001 -0.0006
```
Positions in Å, forces in eV/Å.


Entry 4:
Computed, not measured: C7H28F2HfN14O7 as an isolated structure in a non-equilibrium geometry, with ωB97M-V with the def2-TZVPD basis set.

As for the energy relative to the best compared isomer or geometry (same formula, charge and spin): 742.7 kcal/mol. Its orbital gap is 1.81 eV. For the molar mass, the calculation gives 636.88 g mol⁻¹. Its net charge is +2. The calculation puts the LUMO energy at -11.75 eV. For the HOMO energy, the calculation gives -13.56 eV.

```
59
Properties=species:S:1:pos:R:3:forces:R:3:lowdin_charge:R:1
Hf -0.623 -0.100 0.322 -0.919 0.042 0.626 1.6874
F -3.040 -2.455 1.921 1.068 0.983 -0.725 -0.5190
F 0.048 3.752 0.369 -0.101 -1.066 -0.052 -0.4726
C -5.186 3.467 2.421 2.176 2.637 -1.570 -0.7532
O -4.334 2.703 2.035 1.650 -1.620 -0.567 0.0970
N -5.116 4.797 2.241 0.899 1.962 -0.846 0.1825
N -6.250 3.182 3.038 -5.372 -2.982 3.244 0.1894
H -4.303 5.219 1.816 -0.238 -0.122 0.079 0.1259
H -5.851 5.385 2.608 0.511 0.094 -0.117 0.1151
H -6.946 3.863 3.307 0.317 -0.162 -0.100 0.1320
H -6.466 2.232 3.303 0.175 0.110 -0.172 0.1406
C 1.135 1.287 6.004 -1.192 -1.512 -0.131 -0.7661
O 0.702 1.059 4.894 -1.914 0.634 -2.402 0.0807
N 2.372 1.000 6.188 5.376 -0.518 -0.294 0.1948
N 0.476 1.516 7.097 -2.323 1.204 2.356 0.2031
H 2.885 0.922 7.055 -0.216 0.107 -0.204 0.1340
H 2.832 0.847 5.302 0.518 -0.135 0.450 0.1328
H 0.978 1.460 7.971 -0.554 0.232 -0.066 0.1275
H -0.527 1.635 7.076 0.279 -0.042 0.158 0.1362
C -5.155 0.113 -3.546 -0.011 -0.826 1.804 -0.7440
O -4.206 0.160 -2.808 3.229 0.419 0.868 0.0590
N -5.203 -0.421 -4.756 -0.424 -0.184 -1.570 0.1855
N -6.333 0.413 -3.034 -3.540 0.775 -0.145 0.1677
H -4.401 -0.438 -5.370 -0.373 -0.039 0.113 0.1283
H -6.164 -0.444 -5.066 0.674 -0.308 -1.141 0.1111
H -6.559 0.563 -2.061 0.728 -0.060 -0.238 0.1282
H -7.132 0.290 -3.639 -0.149 0.214 0.419 0.1086
C 3.374 -3.960 2.668 -5.441 3.510 -0.589 -0.8672
O 2.399 -3.340 2.305 -2.191 1.844 -0.841 0.0871
N 3.694 -4.188 3.866 1.247 -1.022 6.638 0.1960
N 4.135 -4.573 1.908 5.286 -3.511 -6.247 0.1895
H 3.124 -3.832 4.620 0.093 -0.288 -0.066 0.1400
H 3.972 -5.158 3.815 0.177 -0.032 1.873 0.1391
H 3.878 -4.709 0.941 0.511 0.259 0.085 0.1471
H 5.088 -4.534 2.240 0.230 -0.659 -0.924 0.1458
C 5.526 2.490 0.366 -3.565 -1.115 -0.311 -0.7177
O 4.522 1.743 0.502 1.430 -0.218 0.132 0.0453
N 6.784 2.242 0.404 3.333 -2.323 0.833 0.1963
N 5.315 3.731 0.035 -2.044 3.898 -0.973 0.1851
H 7.086 1.292 0.567 0.408 0.415 0.119 0.1377
H 7.402 3.031 0.273 0.361 -0.799 -0.002 0.1320
H 4.367 3.947 -0.235 0.144 0.304 0.271 0.1335
H 5.973 4.488 0.153 -0.193 -0.188 -0.052 0.1294
C 1.893 1.556 -4.877 0.315 -0.620 2.106 -0.7492
O 1.417 1.014 -3.868 0.500 -0.495 -0.703 0.0225
N 3.086 1.487 -5.395 4.442 -2.498 0.108 0.1693
N 1.267 2.449 -5.573 -4.791 2.824 -1.089 0.1609
H 3.669 0.712 -5.113 0.224 0.308 0.003 0.1245
H 3.313 1.921 -6.278 -0.253 -0.316 0.211 0.1262
H 0.333 2.504 -5.192 -0.250 0.950 -0.436 0.1234
H 1.727 3.303 -5.856 -0.265 -0.180 -0.025 0.1305
C -1.229 -5.274 -3.141 -0.427 2.265 1.144 -0.7757
O -1.004 -4.152 -2.734 0.642 2.255 0.783 0.0571
N -0.528 -5.831 -4.070 2.135 -2.074 -2.868 0.1863
N -2.233 -5.973 -2.679 -1.979 -2.196 0.526 0.1874
H -0.775 -6.769 -4.352 0.460 0.260 -0.298 0.1222
H 0.169 -5.314 -4.586 -0.182 -0.190 0.292 0.1339
H -2.968 -5.528 -2.149 0.245 -0.197 -0.111 0.1335
H -2.412 -6.785 -3.253 -0.876 -0.009 0.633 0.1156
```
Positions in Å, forces in eV/Å.